A structure of composition C42H53BrClIrN3O4, computed with ωB97M-V with the def2-TZVPD basis set.

Each line ends with the Mulliken charge.
Element x y z (Å)
Ir  -0.14103  0.27847  0.41467  3.96
C  -2.98887  -3.22217  -2.42816  -1.41
C  -2.06069  -2.25469  -3.18819  0.18
C  -2.43432  -0.79989  -2.86963  -1.27
C  -0.56697  -2.60608  -3.09428  0.82
C  -0.04294  -3.20023  -4.24218  -0.84
C  1.27323  -3.60961  -4.31643  -1.05
C  2.09307  -3.39892  -3.22460  -0.84
C  1.63984  -2.80168  -2.04790  1.01
C  2.68327  -2.69751  -0.94268  0.16
C  2.33705  -3.59464  0.24731  -1.43
C  3.01136  -1.26838  -0.51757  -0.59
C  0.28105  -2.41176  -1.96882  -1.04
N  -0.31199  -1.78552  -0.82730  1.12
C  -1.11195  -2.48545  -0.09583  -0.53
C  -2.06661  -1.90074  0.76528  -0.35
C  -3.02529  -2.55197  1.52608  -0.64
C  -3.82543  -1.54802  2.07077  -1.01
C  -3.32772  -0.31980  1.60756  -0.86
N  -2.24636  -0.52719  0.81389  0.09
C  -4.07812  0.99459  1.73000  2.82
C  -3.15979  2.19189  1.97632  -1.39
C  -4.84481  1.19967  0.40804  -1.61
C  -5.08733  0.91703  2.87596  -2.15
H  -3.96504  -3.25081  -2.92153  0.47
H  -3.15679  -2.90039  -1.40081  0.25
H  -2.58782  -4.23892  -2.41599  0.32
H  -2.29431  -2.40142  -4.24433  0.68
H  -2.15970  -0.52178  -1.85233  -0.09
H  -3.51579  -0.67077  -2.97547  0.58
H  -1.94894  -0.10755  -3.56363  0.25
H  -0.69640  -3.35048  -5.09659  0.34
H  1.65592  -4.07968  -5.21521  0.33
H  3.12941  -3.71637  -3.27102  0.30
H  3.60039  -3.09756  -1.38128  0.64
H  1.44247  -3.24614  0.75415  0.03
H  3.14868  -3.57779  0.97955  0.42
H  2.18306  -4.62662  -0.08130  0.39
H  2.17465  -0.80429  -0.01143  -0.25
H  3.28838  -0.65622  -1.38242  -0.13
H  3.83843  -1.26593  0.19678  0.60
H  -1.13218  -3.57229  -0.18842  0.21
H  -3.10773  -3.62312  1.65635  0.46
H  -4.68281  -1.68634  2.71535  0.45
H  -2.30974  2.16264  1.30647  -0.28
H  -2.76777  2.17953  2.99513  0.23
H  -3.70852  3.12712  1.81587  0.53
H  -4.15182  1.22159  -0.43531  0.09
H  -5.40230  2.14435  0.43006  0.41
H  -5.55069  0.38047  0.24560  0.42
H  -4.58891  0.63952  3.80860  0.38
H  -5.87921  0.19087  2.67139  0.39
H  -5.55466  1.89605  3.01498  0.42
Cl  -0.39885  -4.19221  3.21441  -0.28
C  -0.24837  -2.51801  3.85787  -0.08
C  0.82725  -1.71640  3.09515  0.27
O  1.86495  -1.46282  3.70689  -0.73
O  0.50639  -1.36093  1.90796  -0.74
H  0.03572  -2.60469  4.89874  0.55
H  -1.21878  -2.04125  3.74897  -0.09
Br  -1.17696  1.01908  5.54656  -0.18
C  0.64255  1.53490  5.35873  0.34
C  1.29817  1.74022  6.56737  -0.70
C  2.62833  2.12104  6.59159  -0.50
C  3.31283  2.30541  5.40232  -0.85
C  2.66287  2.08128  4.20466  -0.36
C  1.32579  1.69044  4.14345  0.18
C  0.81424  1.39986  2.74529  0.69
O  1.65363  1.35779  1.81913  -0.84
O  -0.42442  1.24637  2.52715  -0.62
H  0.75770  1.58823  7.49092  0.40
H  3.12439  2.26169  7.54490  0.36
H  4.35427  2.60072  5.40922  0.39
H  3.18405  2.17644  3.26156  0.38
C  5.10300  2.42764  -1.74283  -1.99
C  3.80409  1.76563  -2.13181  1.03
C  3.72969  0.92800  -3.24128  -0.95
C  2.53538  0.30672  -3.59487  0.96
C  2.48310  -0.63418  -4.77297  -1.85
C  1.39807  0.55477  -2.83416  0.08
C  1.43567  1.43416  -1.75616  -1.53
C  2.65353  2.01117  -1.39727  0.20
N  0.25817  1.69634  -1.01444  0.41
C  -0.33353  3.06313  -1.04056  1.73
C  -1.81262  2.88387  -1.42878  -0.68
C  -0.19732  3.72495  0.33387  -1.60
C  0.29604  3.98964  -2.08700  -2.07
H  5.96177  1.85622  -2.09856  0.42
H  5.17807  2.52801  -0.65900  0.37
H  5.16914  3.42988  -2.17426  0.34
H  4.62476  0.74044  -3.83024  0.40
H  3.15780  -0.30323  -5.56608  0.53
H  1.47155  -0.70355  -5.17797  0.31
H  2.78094  -1.63990  -4.46894  0.14
H  0.45869  0.06993  -3.07393  0.47
H  2.70360  2.61703  -0.49589  0.31
H  -2.22209  2.00220  -0.93982  -0.68
H  -1.89989  2.74246  -2.50956  0.45
H  -2.40382  3.75648  -1.13621  0.37
H  0.85809  3.86194  0.57871  0.22
H  -0.64105  3.11324  1.11692  0.21
H  -0.68861  4.70194  0.32118  0.55
H  0.33176  3.51729  -3.07300  0.42
H  1.30670  4.29884  -1.81812  0.36
H  -0.32535  4.88668  -2.15531  0.49

Atoms 1-3, force components in eV/Å:
Ir -0.2 0.3 0.1
C 0.1 0.0 0.0
C 0.0 0.1 0.2

Computed properties:
- frontier orbital gap (alpha / beta) (eV) = 7.29 / 6.34
- 2S+1 = 5
- relative energy (zero: lowest compared OMol25 entry of this formula, charge and spin) (kcal per mole) = 6.9
- charge = -1


An isolated molecule of C34H44N2O7, computed with ωB97M-V with the def2-TZVPD basis set.

Each line ends with the Mulliken charge.
Element x y z (Å)
C  -3.81568  -0.29545  3.51046  -1.12
C  -3.35323  -0.82810  2.18357  -0.30
O  -1.91354  -0.66791  2.15994  -0.14
C  -1.39468  -0.88650  0.93393  -1.52
C  0.11567  -0.63751  0.85469  3.43
C  0.47963  -1.82693  -0.07739  -0.03
O  0.40804  -1.80975  -1.28780  -0.53
C  0.91573  -3.11308  0.64518  -1.11
C  2.01251  -2.89696  1.69293  -0.60
C  2.09906  -1.44842  2.19071  -0.63
C  0.71043  -0.83379  2.28172  -0.90
O  -2.07706  -1.18795  -0.02677  -0.64
H  -4.88979  -0.45769  3.62495  0.43
H  -3.30370  -0.80943  4.32992  0.28
H  -3.63116  0.78329  3.58419  0.19
H  -3.55822  -1.90215  2.06521  0.35
H  -3.78399  -0.26622  1.34464  0.30
H  0.01500  -3.55615  1.09968  0.27
H  1.25435  -3.81396  -0.12637  0.50
H  1.80782  -3.55265  2.54899  0.29
H  2.98558  -3.20775  1.28579  0.29
H  2.57881  -1.41177  3.17851  0.49
H  2.73189  -0.85844  1.50931  0.14
H  0.75183  0.13587  2.79571  0.22
H  0.03271  -1.46660  2.87050  0.49
C  8.13051  0.71212  -6.13910  -0.77
O  8.60846  -0.35617  -5.29411  -0.43
C  8.03024  -0.49935  -4.07287  0.86
C  7.04658  0.33886  -3.54240  -0.85
C  6.12111  -0.18437  -2.64427  -0.26
C  4.83253  0.54395  -2.36035  -0.60
C  3.65503  -0.11041  -3.10843  0.17
C  3.70710  0.13972  -4.62165  -0.04
O  4.59762  -0.20122  -5.39981  -0.71
N  2.55990  0.80107  -4.96039  0.36
C  2.34651  1.27596  -6.31055  -1.03
C  1.72281  1.20022  -3.83324  0.37
C  1.84839  2.70647  -3.56265  -1.43
C  0.26660  0.77601  -4.05613  -1.38
N  2.36370  0.44866  -2.74826  0.50
C  1.92113  0.39979  -1.47121  -0.58
C  0.79630  0.99848  -0.98737  -1.67
C  0.34330  0.75549  0.42319  0.28
C  -0.86432  1.64197  0.82544  -0.06
C  -0.92497  2.13131  2.12831  0.14
C  -1.99074  2.93940  2.50963  -0.96
C  -2.92416  3.36166  1.55731  -0.53
C  -2.85601  2.88105  0.24951  -1.06
C  -1.85379  1.96518  -0.10278  0.16
C  6.34590  -1.42635  -2.04833  -0.80
C  7.42285  -2.22102  -2.45489  0.74
O  7.63356  -3.51796  -2.10942  -0.46
C  6.80959  -4.10358  -1.08234  -0.89
C  8.32907  -1.71435  -3.41575  0.69
O  9.33597  -2.50744  -3.88497  -0.53
C  9.00089  -3.47520  -4.92600  -0.55
H  8.69256  0.60054  -7.06625  0.27
H  7.05160  0.60967  -6.32555  0.29
H  8.34193  1.68739  -5.67930  0.32
H  6.91116  1.34887  -3.93946  0.26
H  4.61562  0.53306  -1.28167  0.42
H  4.89638  1.59565  -2.68955  0.23
H  3.65171  -1.20482  -2.92966  0.27
H  3.07283  0.80153  -6.97751  0.37
H  1.33145  1.01594  -6.62767  0.28
H  2.45784  2.36849  -6.36609  0.34
H  2.91110  2.97395  -3.46731  0.30
H  1.40280  3.26354  -4.39419  0.47
H  1.33063  2.97468  -2.64058  0.37
H  0.23936  -0.25296  -4.43893  0.40
H  -0.29354  0.81155  -3.11969  0.10
H  -0.20193  1.45424  -4.77999  0.50
H  2.54757  -0.21331  -0.81028  0.54
H  0.38656  1.88862  -1.46953  0.83
H  1.18937  1.11628  1.02783  0.71
H  -0.13322  1.87718  2.83714  0.24
H  -2.06242  3.23812  3.55507  0.42
H  -3.70441  4.06918  1.84804  0.38
H  -3.58050  3.19788  -0.50538  0.38
H  -1.83790  1.49145  -1.09684  0.40
H  5.64031  -1.79715  -1.29730  0.48
H  7.23480  -5.09502  -0.92223  0.28
H  6.85475  -3.51589  -0.15390  0.33
H  5.76614  -4.18683  -1.41929  0.34
H  9.94966  -3.95881  -5.15645  0.26
H  8.27714  -4.19843  -4.53478  0.22
H  8.60209  -2.95241  -5.80284  0.21

Atoms 1-3, force components in eV/Å:
C -0.1 0.1 0.3
C 0.1 0.0 0.1
O -0.2 -0.4 -0.8

Computed properties:
- frontier orbital gap (eV) = 7.85
- 2S+1 = 1
- SMILES = CCOC(=O)[C@@]1([C@@H](/C=C/N2[C@H](Cc3cc(OC)c(OC)c(OC)c3)C(=O)N(C)C2(C)C)c2ccccc2)CCCCC1=O
- relative energy (zero: lowest compared OMol25 entry of this formula, charge and spin) (kcal per mole) = 0.0
- charge = 0